A cluster of 5 separate species, C26H55O10PS in total in a non-equilibrium geometry, computed with wB97M-V/def2-TZVPD.

- highest occupied orbital energy (eV) = -9.435
- max |F| (eV Å⁻¹) = 5.0
- multiplicity = 1
- net charge = 0

Positions of all 93 atoms, in Å:
1 C 1.964 1.681 0.900
2 C 1.480 0.194 0.446
3 O 2.584 -0.689 0.109
4 P 3.145 -1.524 1.511
5 O 3.567 -0.476 2.549
6 C 4.610 -2.570 0.893
7 C 5.122 -3.504 2.095
8 C 6.579 -3.169 2.632
9 C 7.318 -1.966 2.713
10 S 6.750 -0.304 2.167
11 C 8.734 -2.249 3.395
12 O 9.702 -1.483 3.446
13 O 8.588 -3.567 3.956
14 C 7.532 -4.287 3.290
15 O 7.321 -5.506 3.238
16 O 1.951 -2.526 2.199
17 C 1.427 -1.994 3.446
18 C 2.317 -2.394 4.739
19 H 2.014 1.643 2.054
20 H 1.252 2.500 0.551
21 H 3.053 1.850 0.564
22 H 0.719 -0.248 1.175
23 H 0.900 0.367 -0.539
24 H 5.416 -1.955 0.378
25 H 4.160 -3.251 0.074
26 H 4.360 -3.557 2.948
27 H 5.177 -4.577 1.670
28 H 6.301 0.336 3.313
29 H 0.412 -2.522 3.613
30 H 1.179 -0.874 3.415
31 H 1.906 -1.919 5.703
32 H 2.425 -3.536 4.837
33 H 3.394 -1.986 4.630
34 C -1.386 3.145 -3.679
35 C -1.304 1.729 -3.134
36 O -1.578 1.640 -1.743
37 C -2.872 2.055 -1.324
38 C -3.996 1.238 -1.935
39 H -0.757 3.820 -3.094
40 H -1.060 3.172 -4.721
41 H -2.407 3.531 -3.638
42 H -0.284 1.360 -3.270
43 H -1.957 1.052 -3.695
44 H -3.009 3.125 -1.517
45 H -2.898 1.930 -0.238
46 H -4.062 1.391 -3.014
47 H -4.956 1.523 -1.498
48 H -3.832 0.171 -1.765
49 C -2.940 -1.626 0.396
50 C -2.855 -3.041 0.942
51 O -3.128 -3.129 2.334
52 C -4.422 -2.715 2.750
53 C -5.546 -3.532 2.139
54 H -2.311 -0.948 0.981
55 H -2.615 -1.598 -0.646
56 H -3.962 -1.240 0.438
57 H -1.835 -3.409 0.805
58 H -3.508 -3.719 0.382
59 H -4.560 -1.645 2.556
60 H -4.449 -2.838 3.836
61 H -5.612 -3.380 1.059
62 H -6.507 -3.246 2.574
63 H -5.384 -4.599 2.309
64 C -8.907 0.860 -4.734
65 C -7.498 0.452 -4.340
66 O -7.259 0.520 -2.941
67 C -8.063 -0.317 -2.120
68 C -7.892 -1.797 -2.412
69 H -9.153 1.843 -4.324
70 H -9.003 0.896 -5.822
71 H -9.650 0.154 -4.357
72 H -6.790 1.142 -4.806
73 H -7.256 -0.546 -4.719
74 H -9.115 -0.019 -2.188
75 H -7.752 -0.125 -1.089
76 H -8.263 -2.055 -3.407
77 H -8.445 -2.396 -1.684
78 H -6.837 -2.079 -2.374
79 C 6.204 4.892 -2.501
80 C 4.885 4.560 -1.825
81 O 4.966 3.454 -0.937
82 C 5.852 3.592 0.165
83 C 5.487 4.737 1.095
84 H 6.622 4.007 -2.988
85 H 6.062 5.674 -3.251
86 H 6.945 5.250 -1.782
87 H 4.157 4.285 -2.593
88 H 4.477 5.434 -1.307
89 H 6.885 3.682 -0.186
90 H 5.794 2.655 0.726
91 H 5.605 5.705 0.604
92 H 6.130 4.730 1.978
93 H 4.445 4.657 1.414